No. 1
Formula: C53H55MnN3O3P2Si
Source: the OMol25 dataset
Level of theory: ωB97M-V with the def2-TZVPD basis set

Calculated values
HOMO level (spin up / spin down) = -0.0963 / -0.1357 Ha
LUMO energy (spin up / spin down) = -0.0018 / -0.0023 hartree
frontier orbital gap (spin up / spin down) = 2.57 / 3.63 eV
multiplicity = 6

Structure (XYZ):
```
118
Properties=species:S:1:pos:R:3:forces:R:3
H -18.4570 -12.3773 -1.8087 0.626 0.010 0.153
C -15.2035 -16.8336 4.0262 -0.260 -0.796 0.450
C -11.8377 -7.8936 -1.4289 0.745 -0.028 0.217
H -11.4394 -14.8252 3.5373 -0.227 -0.070 -0.020
H -13.0568 -11.8266 6.1010 -0.192 -0.048 0.141
Si -19.4826 -12.5233 2.9345 0.161 1.041 1.024
H -22.3787 -12.5159 3.4231 0.260 0.066 0.624
C -12.2750 -10.1744 -2.1533 0.969 1.076 0.465
H -23.8994 -15.9680 1.4657 -0.442 -0.258 0.253
H -22.4433 -14.2165 -4.0934 -0.061 -0.051 0.053
H -14.3306 -16.1369 -2.4394 0.060 -0.142 0.362
C -18.5041 -10.5302 0.8213 -0.591 -1.978 1.504
H -12.2085 -10.9143 -2.9324 0.194 -0.209 -0.012
C -14.4939 -12.7781 4.7729 0.337 -1.059 -0.518
C -12.6207 -8.1096 -0.3193 -1.545 0.023 0.573
C -19.6751 -12.3530 -3.5752 0.283 0.183 -1.181
H -20.6722 -13.4979 5.4531 0.367 0.200 -0.161
H -19.0504 -11.6469 -4.1275 -0.212 0.002 0.300
C -21.2365 -14.2643 -2.3275 1.298 0.862 0.428
H -16.0422 -10.4263 3.4626 0.059 -0.033 -0.100
O -18.4621 -11.6785 1.8259 0.424 -0.177 -0.506
H -13.0248 -7.2703 0.2664 0.590 -0.441 -0.072
C -20.1709 -18.4989 -0.2051 1.080 1.245 0.685
C -15.0127 -14.6033 -1.0365 -2.307 0.800 2.015
H -11.3201 -9.2022 2.5225 -0.379 0.437 0.534
H -11.2117 -13.4478 5.5179 -0.798 0.273 -0.416
C -19.7864 -17.2192 0.2717 -0.639 -0.134 -1.229
H -20.1661 -19.7739 -1.9553 0.304 0.950 0.344
H -21.1244 -10.5776 3.2444 0.278 -0.028 -0.034
C -15.1841 -10.0289 2.9444 0.380 0.521 -0.386
H -19.4867 -10.2061 -1.0365 -0.269 -0.185 -0.418
C -20.9051 -14.3834 0.9902 -0.911 -0.108 2.048
H -14.5480 -18.7107 4.8050 -0.033 -0.081 0.326
H -16.0853 -16.1565 -2.0061 -0.070 -0.238 0.206
H -18.2889 -8.4538 0.7936 -0.092 0.414 -0.001
H -13.4972 -11.3923 -0.7833 0.238 0.710 -0.391
C -16.9839 -14.5807 5.8441 -1.095 -0.021 1.038
C -20.7995 -12.8712 -4.2222 0.469 0.375 -0.314
C -13.2461 -12.5980 5.3658 0.422 -0.534 -0.480
C -20.0813 -13.7644 -1.7128 0.010 0.021 0.194
H -19.3800 -8.9619 2.1403 0.969 -0.395 -0.719
H -20.6126 -19.2092 0.4828 0.075 -0.049 -0.098
C -19.1522 -14.1179 6.7743 -1.867 -0.174 0.495
C -21.5674 -13.8303 -3.5877 -0.752 -0.117 -0.312
C -12.1862 -13.4484 4.9857 0.244 0.262 -0.086
H -17.3343 -16.4262 1.4472 -0.050 -0.407 0.206
H -10.7204 -8.8017 -2.9936 -0.980 -0.435 0.292
H -11.3976 -6.9009 -1.5848 -0.189 -0.507 -0.071
C -20.2913 -11.0252 3.8123 0.031 0.380 0.104
H -14.5555 -16.3045 4.7185 -0.146 0.097 -0.178
C -18.7409 -13.5342 4.4328 -0.049 0.380 -1.763
H -21.7877 -14.9388 -1.7233 -0.781 -0.680 -0.134
H -19.9198 -14.1965 7.6006 1.088 0.076 -0.958
C -14.6551 -13.8192 3.8307 -0.141 0.538 -0.110
C -16.7856 -16.9761 2.2202 0.352 0.882 -0.007
C -15.2019 -15.5514 -2.1582 -0.291 0.916 -1.586
C -19.2814 -12.8103 -2.3300 -1.222 -0.246 -0.417
C -13.5607 -14.4465 3.2548 0.706 0.351 1.031
H -17.5563 -10.7659 0.2604 -0.977 0.666 0.246
H -11.9126 -7.8729 3.6431 -0.268 -0.313 -0.168
H -18.6587 -15.7265 -2.5707 -0.100 -0.302 -0.194
C -15.2278 -18.2229 4.1253 0.278 -0.053 -0.519
C -19.4029 -16.1859 -0.5969 0.263 -0.439 -0.296
H -20.2615 -11.5859 -0.1386 0.479 -0.066 -0.132
N -13.7940 -14.4242 -0.5474 1.010 0.515 0.404
H -11.7806 -7.6419 1.8655 0.141 -0.155 0.793
N -13.6539 -9.6583 1.2923 0.748 1.124 0.658
C -15.9901 -19.0026 3.2637 -0.319 0.146 -0.247
C -23.1946 -14.2792 2.6336 -1.249 0.429 0.619
P -19.4657 -14.4072 -0.1237 0.821 -0.227 0.897
C -19.3170 -17.8006 -2.3329 0.452 -0.558 -1.058
C -19.7766 -10.6150 -0.0756 -0.112 1.525 1.416
C -20.9344 -13.4668 2.1212 -0.435 -0.452 -1.390
C -12.3261 -14.2938 3.8775 0.363 0.264 0.262
H -15.9865 -14.9924 5.8842 0.101 -0.021 0.423
H -24.0840 -14.1654 3.2779 0.410 -0.132 -0.525
H -15.1984 -8.3381 5.2121 0.240 -0.151 -0.168
H -20.6996 -11.2753 4.7999 0.174 -0.014 -0.176
C -13.1038 -9.3961 -0.0422 -0.117 -0.336 0.715
C -16.7601 -18.3600 2.2779 0.101 -0.040 0.061
C -13.0270 -10.4222 -1.0135 -0.056 0.112 1.084
O -16.0038 -14.0321 -0.4715 1.720 -1.205 -2.064
H -15.9790 -20.0918 3.3559 0.001 0.371 -0.126
C -14.2923 -8.1883 4.6149 -0.207 -0.134 -0.158
H -19.0734 -18.0941 -3.3532 -0.049 0.120 0.083
H -15.3823 -12.2066 4.9946 0.010 0.054 0.497
C -11.5200 -8.9718 -2.2392 -0.154 -0.191 -1.225
H -17.5624 -9.1081 2.2735 -0.803 -0.326 -0.678
C -17.8275 -14.5488 6.9493 1.522 -0.161 -0.401
H -13.7150 -15.1159 2.4269 0.086 -0.256 -0.117
C -19.9006 -18.7810 -1.5228 -0.326 -0.653 -0.661
H -19.9675 -16.9404 1.2775 -0.222 -0.030 0.913
C -12.0307 -8.3576 2.6733 1.028 -0.049 -1.663
C -22.1800 -13.3624 2.7945 1.166 -0.076 -0.426
C -21.9734 -15.3032 0.8623 -0.035 0.886 -0.422
C -16.0276 -16.1833 3.1113 0.127 -0.224 0.041
C -19.0481 -16.5076 -1.9259 -0.683 -0.390 1.255
C -23.1258 -15.2613 1.6806 1.756 -0.360 -1.257
H -17.3159 -18.9196 1.5248 0.069 -0.002 0.281
H -17.4318 -14.8464 7.9169 -0.219 -0.050 -0.065
H -21.0711 -12.5320 -5.2375 0.222 -0.172 0.698
C -19.5965 -13.7047 5.5186 -0.481 0.229 0.794
O -15.0499 -11.4315 0.8776 0.201 2.407 1.511
Mn -16.5122 -12.8908 1.1383 -0.490 -0.840 0.989
H -19.5184 -10.2268 3.9680 -0.580 -0.763 -0.085
H -21.8696 -16.0076 0.0280 -0.534 0.102 0.574
P -16.2742 -14.3753 3.2251 -1.721 1.304 -0.795
C -14.3334 -9.0327 3.3612 0.134 -0.403 0.185
H -13.6459 -13.8156 0.2511 -0.388 -0.079 -0.016
H -13.0087 -14.9681 -0.8394 0.111 -0.230 -0.263
H -15.4181 -14.9219 -3.0581 0.027 -0.425 0.550
C -18.4343 -9.1987 1.5728 0.103 0.050 0.440
H -14.2971 -7.1299 4.2956 0.237 -0.404 0.317
C -14.7194 -10.4325 1.6467 -0.536 -2.886 -1.314
N -13.3757 -8.8134 2.4202 -0.857 0.071 -1.189
H -20.5628 -9.9187 0.3491 0.818 -0.679 -0.388
C -17.4176 -14.1045 4.6022 1.077 0.220 -1.473
H -13.4121 -8.4121 5.2531 -0.504 0.192 -0.440
```
Positions in Å, forces in eV/Å.

No. 2
Formula: C2H3FOSn
Source: the OMol25 dataset
Level of theory: ωB97M-V with the def2-TZVPD basis set

Calculated values
net charge = +2
HOMO level = -0.7989 Ha
LUMO energy = -0.4853 hartree
frontier orbital gap = 8.53 eV

Structure (XYZ):
```
8
Properties=species:S:1:pos:R:3:forces:R:3
C -0.2682 -0.7707 -0.3882 -0.103 -0.261 0.354
H 1.4680 0.3977 -1.0815 1.444 0.107 0.910
H -1.0377 0.4379 -0.6261 0.943 -4.820 -1.622
C 0.7614 0.2369 -0.2613 -3.863 1.938 -4.381
F -0.7496 -0.9743 0.9025 -0.534 -0.325 0.926
H 0.1074 -1.7268 -0.7660 -1.153 0.000 -0.681
Sn -0.3453 1.1368 2.0520 -1.299 0.527 4.169
O 0.0640 1.2625 0.1686 4.564 2.834 0.326
```
Positions in Å, forces in eV/Å.

No. 3
Formula: C15H30N
Source: the OMol25 dataset
Level of theory: ωB97M-V with the def2-TZVPD basis set

Calculated values
net charge = +1
HOMO level = -0.4725 Ha
LUMO energy = -0.0925 hartree
frontier orbital gap = 10.34 eV

Structure (XYZ):
```
46
Properties=species:S:1:pos:R:3:forces:R:3
H 3.4072 -0.9214 -1.3107 0.118 0.178 0.046
C -1.0764 -2.1351 0.6836 0.050 -0.037 -0.347
H -5.1880 2.8033 -0.7851 0.028 0.108 -0.070
H 5.2804 -0.6469 0.1119 -0.101 0.081 -0.091
H 2.4756 0.8494 1.8151 0.181 -0.034 -0.114
C 1.0155 -2.0595 -0.8267 0.011 -0.071 0.206
H 5.2805 0.6027 1.3639 -0.098 0.100 -0.068
H -5.6638 0.2495 0.8267 0.010 -0.029 0.097
C 4.6513 -0.0833 0.7987 0.594 -0.494 0.532
H 4.8236 0.9878 -1.6684 -0.070 -0.127 0.097
H -1.7645 -2.8591 1.1233 -0.002 0.014 0.112
C 1.7993 -1.1285 0.1037 0.052 0.028 -0.201
H 2.3346 -1.7397 0.8316 0.016 0.019 0.107
C 2.7530 -0.2732 -0.7235 -0.727 -0.683 -0.310
H 0.4994 -1.4664 -1.5820 0.016 0.047 -0.114
C -5.0099 1.0418 0.4574 0.075 0.090 -0.348
H 5.0180 2.1988 -0.3930 -0.050 -0.083 0.120
H -6.2237 1.4639 -1.2789 -0.067 -0.008 -0.117
H -3.1878 1.2075 -0.6738 0.036 0.040 -0.097
C 1.6952 2.1290 0.3657 -0.245 0.122 -0.221
C -3.0396 -0.5465 0.5677 0.114 0.130 -0.483
H -4.6262 1.5840 1.3250 -0.008 -0.051 0.081
H 2.1593 0.3303 -1.4135 0.181 0.049 0.063
H -0.4927 -3.5664 -0.8023 0.014 -0.093 0.006
C -1.8775 -1.1776 -0.1964 -0.069 -0.108 0.512
C 4.2984 1.5659 -0.9103 0.410 0.614 -0.635
C -0.0023 -2.9189 -0.0741 -0.009 0.168 0.068
H -1.2321 -0.3792 -0.5720 0.040 0.052 -0.124
H -4.2304 -0.1235 -1.1718 0.015 0.010 -0.111
C -5.8147 1.9919 -0.4206 0.037 -0.116 0.235
H -3.6997 -1.3344 0.9347 -0.021 -0.043 0.096
N 3.6294 0.6644 0.0471 -0.009 0.056 -0.069
C 0.7490 2.6533 -0.1458 0.560 -0.297 0.324
C 2.8297 1.4890 1.0026 -0.361 0.364 0.606
H -0.0836 3.1238 -0.5803 -0.509 0.287 -0.270
H -6.6396 2.4228 0.1407 -0.109 0.098 -0.032
H 1.0852 -0.4953 0.6276 0.018 0.063 0.118
H 3.4831 2.2565 1.4286 0.093 -0.221 -0.044
H 3.5598 2.2016 -1.3970 -0.048 -0.119 0.079
H 1.7112 -2.7221 -1.3455 0.033 0.030 -0.095
H -2.2680 -1.7235 -1.0574 0.019 0.006 -0.143
C -3.8441 0.4149 -0.3036 -0.120 -0.103 0.505
H -2.6531 -0.0098 1.4383 -0.014 -0.016 0.094
H -0.6302 -1.5813 1.5130 -0.023 0.008 0.111
H 0.5259 -3.5627 0.6327 0.033 -0.108 -0.042
H 4.1834 -0.7777 1.4930 -0.094 0.080 -0.068
```
Positions in Å, forces in eV/Å.

No. 4
Formula: C15H22O4
Source: the OMol25 dataset
Level of theory: ωB97M-V with the def2-TZVPD basis set

Calculated values
HOMO level = -0.2975 Ha
LUMO energy = 0.0301 hartree
frontier orbital gap = 8.91 eV

Structure (XYZ):
```
41
Properties=species:S:1:pos:R:3:forces:R:3
C 2.1501 1.0849 0.7836 0.253 0.070 0.628
H 2.1266 -2.0458 -1.5626 -0.490 0.150 0.000
H 2.6217 -2.2025 1.8933 -0.165 -0.052 -0.038
H -3.0484 2.6064 0.5486 -0.521 0.453 -0.527
H 0.2758 1.5496 -1.1253 -0.173 0.322 0.026
H -2.2679 1.0986 3.4650 0.010 -0.033 0.398
H -2.9637 2.5726 2.8122 0.092 0.088 0.086
C 1.2710 -1.3438 -1.5528 -0.221 0.081 0.973
O -1.7736 1.7666 -0.8487 0.317 -0.607 0.439
C 2.4585 -1.1339 2.0313 0.614 0.770 -0.440
C -2.0330 2.0159 2.9318 -0.048 -0.546 -1.074
H -1.3274 2.6105 3.5014 0.162 0.065 0.146
H 0.7373 -1.9514 0.4505 -0.412 0.360 -0.104
C -0.3197 0.6852 1.4412 -0.413 0.341 -0.781
H -1.4291 -1.1757 -4.4585 -0.375 -0.430 0.330
H -0.3303 -0.0406 2.2363 -0.269 -0.508 0.285
C -2.0218 -1.4878 -3.5766 0.708 1.746 0.382
C 0.0708 -1.9207 -2.3038 1.254 0.140 -1.031
H 1.6338 -0.4396 -2.0559 -0.160 -0.048 -0.005
C -1.1753 -1.0515 -2.3468 0.147 0.269 0.986
H -2.9543 -0.9347 -3.5975 -0.170 0.038 0.069
H 0.4053 -2.1459 -3.3390 -0.215 0.408 0.366
C -1.5012 1.6174 1.5627 -1.774 0.339 -1.971
H 2.0239 1.5300 -0.1829 0.301 0.220 -0.782
O -0.8307 0.3660 -2.3316 0.027 -0.918 0.380
H 3.3607 -0.7530 2.5603 -0.464 -0.069 -0.432
H -2.2283 -2.5514 -3.5588 0.228 -0.098 0.029
O -2.0106 -1.3231 -1.2238 -0.520 0.220 -0.068
C 2.2499 -0.4236 0.6345 -1.184 -0.532 1.592
H -0.2310 -2.8881 -1.9498 -0.144 -0.485 0.619
C 0.9425 -0.9974 -0.0570 1.031 0.384 -0.948
H 1.6201 -0.9846 2.7130 -0.085 -0.070 -0.135
H 0.7462 2.5462 1.3418 -0.209 0.659 0.102
H 3.0516 1.5370 1.2437 -0.245 -0.376 -0.384
C -0.6191 0.9385 -1.0092 -0.247 -0.698 -2.177
H 3.1141 -0.6804 0.0499 0.335 -0.102 -0.535
C -2.1679 2.0213 0.4232 2.145 -0.968 2.920
C -0.3537 -0.1053 0.0748 -0.050 -0.030 0.719
H 1.2626 1.4987 2.6570 -0.227 0.164 0.338
C 0.9508 1.5315 1.6196 0.789 -0.813 -0.225
O -1.4862 -0.9960 0.1048 0.368 0.093 -0.157
```
Positions in Å, forces in eV/Å.